Density functional theory data (ωB97M-V with the def2-TZVPD basis set) for C43H54BrN3P2Ti as an isolated structure.

Values from the calculation:
- HOMO-LUMO gap: 6.4 eV
- LUMO level: -6.17 eV

```
! RIJCOSX wB97M-V def2-TZVPD def2/J DEFGRID3
* xyz 2 1
Ti -0.454 0.420 0.612
C 2.437 4.891 0.447
C 1.414 3.866 0.947
C 0.037 4.500 1.138
P 1.313 2.300 -0.003
C 1.664 2.519 -1.816
C 1.123 3.813 -2.443
C 3.147 2.356 -2.158
C 2.609 1.210 0.589
C 3.735 1.603 1.309
C 4.613 0.665 1.831
C 5.850 1.080 2.573
C 4.306 -0.686 1.638
C 3.190 -1.089 0.930
C 2.335 -0.138 0.368
N 1.117 -0.464 -0.330
C 1.141 -1.637 -1.138
C 2.306 -2.155 -1.701
C 2.263 -3.293 -2.490
C 1.070 -3.954 -2.775
C 1.020 -5.182 -3.638
C -0.095 -3.394 -2.267
C -0.072 -2.259 -1.459
P -1.517 -1.261 -1.091
C -2.007 -0.749 -2.804
C -3.343 -0.016 -2.891
C -0.907 -0.064 -3.610
C -2.983 -2.221 -0.519
C -3.574 -3.203 -1.541
C -2.791 -2.967 0.795
H 2.591 5.645 1.220
H 3.409 4.456 0.217
H 2.081 5.409 -0.439
H 1.759 3.505 1.922
H -0.379 4.854 0.192
H -0.685 3.807 1.580
H 0.120 5.364 1.798
H 1.140 1.662 -2.255
H 1.890 4.585 -2.436
H 0.868 3.633 -3.489
H 0.244 4.231 -1.952
H 3.756 3.117 -1.670
H 3.536 1.379 -1.882
H 3.271 2.479 -3.235
H 3.931 2.653 1.479
H 5.816 2.132 2.850
H 5.980 0.496 3.484
H 6.737 0.926 1.957
H 4.957 -1.440 2.063
H 2.978 -2.145 0.823
H 3.257 -1.669 -1.542
H 3.189 -3.670 -2.904
H 2.016 -5.582 -3.820
H 0.426 -5.968 -3.173
H 0.571 -4.961 -4.607
H -1.043 -3.846 -2.530
H -2.136 -1.743 -3.249
H -3.331 0.940 -2.372
H -3.566 0.190 -3.939
H -4.172 -0.598 -2.494
H -0.856 1.006 -3.414
H 0.077 -0.504 -3.447
H -1.138 -0.169 -4.671
H -3.710 -1.412 -0.355
H -2.937 -4.080 -1.650
H -4.532 -3.558 -1.158
H -3.760 -2.783 -2.525
H -2.346 -2.363 1.578
H -2.183 -3.862 0.637
H -3.763 -3.305 1.156
C -2.481 3.419 -1.913
C -3.680 3.650 -1.247
C -3.970 2.922 -0.113
C -3.064 1.974 0.360
N -1.902 1.758 -0.289
C -1.636 2.466 -1.400
C -3.244 1.167 1.576
C -4.439 1.235 2.291
C -4.596 0.502 3.452
C -3.545 -0.291 3.888
C -2.368 -0.361 3.159
C -2.160 0.359 1.973
H -2.211 3.957 -2.809
H -4.378 4.391 -1.611
H -4.891 3.098 0.419
H -0.702 2.239 -1.886
H -5.256 1.856 1.952
H -5.520 0.552 4.009
H -3.646 -0.869 4.797
H -1.603 -1.017 3.553
C 0.766 -4.694 2.726
C 0.813 -3.207 2.939
C 1.401 -2.629 4.061
C 1.419 -1.252 4.207
C 0.825 -0.509 3.207
Br 0.746 1.364 3.340
N 0.243 -1.021 2.134
C 0.258 -2.355 2.000
H 1.437 -5.207 3.411
H 1.058 -4.951 1.708
H -0.240 -5.080 2.893
H 1.854 -3.256 4.817
H 1.877 -0.764 5.054
H -0.175 -2.751 1.090
*
```


Density functional theory data (ωB97M-V with the def2-TZVPD basis set) for a 5-piece molecular cluster, C43H55BN2O14S overall in a non-equilibrium geometry.

Values from the calculation:
- HOMO-LUMO gap: 6.9 eV
- LUMO level: -2.01 eV
- Structure (SMILES): CCB(O)[C@](CCC(N)=O)(O[C@@H](O)CCCS)[C@H](CCCCN(C)C(C)=O)OC.O=C1C=CC(=O)C=C1.O=C1C=CC(=O)C=C1.O=C1C=CC(=O)C=C1.O=C1C=CC(=O)C=C1

```
! RIJCOSX wB97M-V def2-TZVPD def2/J DEFGRID3
* xyz 0 1
C -3.133 1.620 5.812
C -2.717 0.351 4.819
B -1.722 0.858 3.596
O -0.258 0.909 3.945
C -2.271 1.250 2.055
C -2.352 2.857 1.806
C -1.042 3.745 2.170
C 0.169 3.696 1.017
N 1.534 3.264 1.535
O 0.008 4.047 -0.260
O -3.534 0.511 1.941
C -4.468 1.048 0.964
O -5.252 -0.127 0.451
C -5.639 2.053 1.610
C -6.014 1.700 3.166
C -7.166 0.526 3.205
S -6.418 -1.029 3.952
C -1.183 0.459 1.057
C -1.409 0.741 -0.531
C -0.224 0.228 -1.534
C 1.160 -0.261 -0.810
C 2.113 -0.892 -2.032
N 2.555 -2.307 -1.720
C 3.705 -2.189 -0.744
C 3.071 -3.041 -2.938
C 3.486 -4.660 -2.881
O 3.275 -2.460 -4.152
O -1.085 -0.946 1.465
C -1.836 -1.858 0.597
H -3.711 2.460 5.192
H -3.889 1.240 6.623
H -2.188 2.144 6.270
H -2.117 -0.408 5.509
H -3.696 -0.181 4.457
H 0.223 0.147 3.483
H -3.250 3.268 2.477
H -2.663 3.149 0.691
H -0.570 3.584 3.226
H -1.396 4.886 2.154
H 1.589 2.236 1.706
H 2.316 3.622 0.945
H -4.013 1.545 0.011
H -4.949 -0.956 0.961
H -5.274 3.148 1.419
H -6.587 1.896 0.903
H -5.101 1.413 3.839
H -6.518 2.667 3.652
H -8.121 0.827 3.836
H -7.538 0.296 2.120
H -5.830 -1.781 2.886
H -0.131 0.950 1.340
H -1.457 1.927 -0.662
H -2.458 0.364 -0.959
H 0.074 1.143 -2.240
H -0.689 -0.592 -2.240
H 1.044 -1.128 -0.033
H 1.792 0.662 -0.394
H 1.427 -0.969 -3.005
H 2.995 -0.165 -2.333
H 3.429 -2.539 0.351
H 4.059 -1.074 -0.658
H 4.620 -2.833 -1.104
H 3.557 -5.099 -3.988
H 2.676 -5.317 -2.337
H 4.581 -4.814 -2.431
H -1.144 -2.119 -0.317
H -1.979 -2.882 1.191
H -2.907 -1.466 0.288
O 5.800 -4.131 5.353
C 5.080 -3.313 4.798
C 3.912 -2.728 5.486
C 3.124 -1.836 4.878
C 3.388 -1.396 3.494
O 2.667 -0.578 2.939
C 4.556 -1.981 2.806
C 5.344 -2.873 3.413
H 3.733 -3.060 6.501
H 2.264 -1.398 5.369
H 4.735 -1.649 1.790
H 6.204 -3.312 2.923
O -0.743 -2.117 -5.438
C -0.331 -3.015 -6.159
C 1.068 -3.481 -6.081
C 1.517 -4.461 -6.870
C 0.635 -5.122 -7.852
O 1.047 -6.021 -8.573
C -0.764 -4.657 -7.930
C -1.214 -3.676 -7.141
H 1.702 -2.986 -5.355
H 2.541 -4.814 -6.827
H -1.399 -5.151 -8.656
H -2.237 -3.323 -7.184
O 3.704 -2.894 -8.599
C 4.864 -2.714 -8.254
C 5.199 -2.290 -6.880
C 6.467 -2.092 -6.505
C 7.586 -2.290 -7.448
O 8.746 -2.110 -7.103
C 7.251 -2.714 -8.821
C 5.984 -2.912 -9.196
H 4.367 -2.150 -6.201
H 6.730 -1.780 -5.502
H 8.083 -2.854 -9.501
H 5.721 -3.224 -10.200
O -3.105 6.094 2.483
C -3.091 6.656 3.569
C -1.924 7.446 4.009
C -1.909 8.057 5.198
C -3.058 7.971 6.120
O -3.044 8.533 7.207
C -4.225 7.181 5.680
C -4.241 6.569 4.492
H -1.089 7.500 3.321
H -1.061 8.640 5.536
H -5.060 7.127 6.369
H -5.089 5.987 4.154
*
```


Density functional theory data (ωB97M-V with the def2-TZVPD basis set) for C43H55BN8PdSb as an isolated structure.

Values from the calculation:
- HOMO-LUMO gap (spin up / spin down): 8.1 / 4.0 eV
- LUMO level (spin up / spin down): -7.62 / -11.75 eV
- Expectation value of S²: 6.02

```
! RIJCOSX wB97M-V def2-TZVPD def2/J DEFGRID3
* xyz 3 5
Pd 0.041 0.246 0.776
C 1.866 1.426 -1.485
C 2.926 0.351 -1.625
C 3.013 -0.159 -3.065
C 2.722 -0.789 -0.679
C 3.557 -1.897 -0.528
C 2.981 -2.654 0.471
N 1.870 -2.038 0.884
N 1.700 -0.891 0.187
B 0.932 -2.392 2.058
N 0.993 -1.259 3.092
C 1.360 -1.323 4.377
C 1.362 -0.049 4.896
C 0.984 0.785 3.839
N 0.739 0.030 2.755
C 0.960 2.284 3.905
C 0.518 2.953 2.615
C 2.338 2.802 4.330
N -0.511 -2.522 1.538
C -1.315 -3.585 1.614
C -2.552 -3.236 1.106
C -2.425 -1.900 0.724
N -1.188 -1.474 1.005
C -3.509 -1.043 0.151
C -4.582 -0.782 1.210
C -4.136 -1.724 -1.068
H 2.067 2.248 -2.173
H 0.877 1.010 -1.741
H 1.832 1.843 -0.471
H 3.895 0.799 -1.377
H 2.080 -0.656 -3.350
H 3.202 0.656 -3.763
H 3.809 -0.890 -3.183
H 4.464 -2.107 -1.060
H 3.289 -3.578 0.924
H 1.278 -3.418 2.550
H 1.608 -2.268 4.824
H 1.624 0.244 5.894
H 0.237 2.550 4.686
H 1.119 2.621 1.757
H -0.532 2.750 2.414
H 0.646 4.032 2.695
H 3.089 2.560 3.579
H 2.316 3.882 4.459
H 2.658 2.363 5.271
H -0.953 -4.507 2.030
H -3.422 -3.857 1.032
H -3.059 -0.091 -0.167
H -5.080 -1.717 1.462
H -4.171 -0.384 2.139
H -5.350 -0.105 0.841
H -4.718 -2.590 -0.759
H -4.825 -1.054 -1.582
H -3.380 -2.075 -1.772
C 0.787 -2.377 -6.037
C -0.196 -1.459 -6.695
C -0.405 -1.567 -8.071
C -1.268 -0.718 -8.736
C -1.964 0.271 -8.048
C -1.784 0.403 -6.685
C -0.928 -0.477 -6.014
Sb -0.820 -0.360 -3.953
C -2.038 1.229 -3.300
C -3.164 0.902 -2.547
C -4.066 1.877 -2.152
C -3.837 3.189 -2.511
C -2.687 3.528 -3.218
C -1.763 2.559 -3.624
C -0.584 2.990 -4.437
C -1.399 -2.124 -3.009
C -0.585 -2.581 -1.972
C -0.843 -3.815 -1.397
C -1.902 -4.577 -1.874
C -2.704 -4.107 -2.899
C -2.477 -2.868 -3.499
C -3.383 -2.398 -4.596
H 0.562 -3.417 -6.275
H 0.804 -2.295 -4.947
H 1.797 -2.169 -6.393
H 0.130 -2.325 -8.626
H -1.397 -0.822 -9.803
H -2.645 0.922 -8.575
H -2.346 1.153 -6.142
H -3.361 -0.129 -2.290
H -4.961 1.599 -1.614
H -4.559 3.955 -2.260
H -2.533 4.552 -3.530
H -0.141 3.905 -4.041
H -0.888 3.212 -5.462
H 0.203 2.235 -4.492
H 0.246 -1.984 -1.602
H -0.219 -4.179 -0.595
H -2.106 -5.546 -1.443
H -3.534 -4.711 -3.242
H -4.390 -2.778 -4.440
H -3.042 -2.750 -5.572
H -3.451 -1.307 -4.648
C -3.133 1.889 1.876
C -2.442 2.578 0.775
N -1.394 2.126 0.060
C -1.048 3.097 -0.791
C -1.895 4.223 -0.601
N -2.732 3.850 0.376
H -2.543 1.037 2.225
H -4.103 1.511 1.532
H -3.324 2.573 2.703
H -0.213 3.037 -1.461
H -1.878 5.198 -1.044
H -3.463 4.423 0.781
*
```


Density functional theory data (ωB97M-V with the def2-TZVPD basis set) for C43H55Cl8FN9O3Sn as an isolated structure in a non-equilibrium geometry.

Values from the calculation:
- HOMO-LUMO gap: 0.7 eV
- LUMO level: -7.31 eV

```
! RIJCOSX wB97M-V def2-TZVPD def2/J DEFGRID3
* xyz 1 1
Sn -1.150 0.873 -2.501
N -0.438 -0.171 -3.963
H -0.062 -1.101 -4.146
H -5.169 -10.571 5.216
H 8.144 -1.817 -7.448
H -2.344 8.045 8.035
F 2.088 -1.637 -1.810
N 0.010 0.427 0.604
O -1.207 0.383 0.882
O 0.806 0.489 1.491
O 0.334 0.512 -0.657
N -3.561 -7.619 -0.106
C -3.730 -8.881 -0.564
C -2.956 -9.947 -0.140
C -1.911 -9.713 0.719
C -1.664 -8.452 1.231
C -2.551 -7.453 0.832
H -4.488 -9.033 -1.360
H -3.109 -10.916 -0.534
H -1.342 -10.577 0.889
H -0.870 -8.240 1.943
H -2.399 -6.499 1.277
N 1.917 4.618 1.706
C 2.249 3.572 0.918
C 3.522 3.216 0.556
C 4.524 3.969 1.235
C 4.204 5.007 2.064
C 2.830 5.378 2.275
H 1.385 3.080 0.494
H 3.842 2.347 0.012
H 5.533 3.617 1.184
H 4.990 5.496 2.615
H 2.417 6.284 2.724
N 6.649 3.398 -1.483
C 7.684 2.934 -0.818
C 9.000 3.139 -1.291
C 9.236 3.750 -2.507
C 8.134 4.318 -3.116
C 6.879 4.057 -2.615
H 7.461 2.456 0.134
H 9.769 2.703 -0.688
H 10.280 3.985 -2.832
H 8.285 4.770 -4.049
H 5.992 4.412 -3.189
N -2.320 -1.226 -1.511
C -1.688 -2.324 -1.879
C -2.353 -3.431 -2.361
C -3.718 -3.566 -2.240
C -4.353 -2.377 -1.935
C -3.672 -1.232 -1.627
H -0.646 -2.374 -1.697
H -1.752 -4.304 -2.560
H -4.255 -4.476 -2.466
H -5.408 -2.311 -1.723
H -4.113 -0.317 -1.284
N -4.927 2.276 -1.232
C -6.068 1.615 -1.495
C -6.540 0.623 -0.675
C -5.933 0.377 0.559
C -4.926 1.196 0.948
C -4.435 2.142 -0.001
H -6.413 1.785 -2.504
H -7.345 -0.022 -0.995
H -6.385 -0.385 1.233
H -4.453 1.165 1.950
H -3.532 2.648 0.241
N 0.158 2.639 -3.223
C 0.872 3.418 -2.358
C 1.540 4.517 -2.803
C 1.511 4.866 -4.178
C 0.687 4.076 -5.023
C 0.038 3.016 -4.457
H 0.702 3.120 -1.297
H 2.067 5.169 -2.132
H 2.104 5.717 -4.526
H 0.495 4.416 -6.040
H -0.762 2.552 -5.133
N -1.381 4.480 -1.077
C -1.543 4.055 0.219
C -2.446 4.665 1.067
C -3.406 5.582 0.514
C -3.341 5.767 -0.875
C -2.250 5.302 -1.595
H -0.781 3.373 0.553
H -2.429 4.269 2.077
H -4.220 6.028 1.078
H -4.040 6.420 -1.340
H -2.011 5.583 -2.663
Cl 3.977 -0.327 -2.349
C 3.352 -1.511 -1.200
C 4.400 -2.608 -1.115
Cl 5.455 -1.883 0.390
H 2.336 -11.738 9.771
H 2.736 -1.348 -0.144
H 4.876 -2.892 -2.004
H 4.042 -3.639 -0.578
Cl 1.766 -7.507 2.398
C 2.682 -6.027 2.187
C 1.819 -4.850 1.760
Cl 1.280 -5.002 0.065
H 3.417 -6.170 1.382
H 3.236 -5.792 3.112
H 2.290 -3.896 1.806
H 0.922 -4.732 2.435
Cl -3.147 2.831 4.505
C -1.574 1.960 4.146
C -0.448 2.899 3.848
Cl -0.153 3.802 5.254
H -1.767 1.191 3.308
H -1.309 1.398 5.056
H -0.641 3.602 3.057
H 0.421 2.232 3.625
Cl -1.871 -3.337 1.537
C -2.432 -2.143 2.733
C -3.911 -2.354 2.954
Cl -4.305 -3.998 3.619
H -2.244 -1.138 2.276
H -1.877 -2.176 3.626
H -4.571 -2.248 2.074
H -4.295 -1.714 3.716
*
```